Entry from the OMol25 dataset: a 12-piece molecular cluster, H24O12 overall (wB97M-V/def2-TZVPD).

Values from the calculation:
SMILES	O.O.O.O.O.O.O.O.O.O.O.O
E_HOMO	-9.139	eV
energy relative to the best compared isomer or geometry (same formula, charge and spin)	105.63	kcal per mole

XYZ file:
```
36
Properties=species:S:1:pos:R:3:nbo_charge:R:1
O -2.9168 -0.2611 1.2987 -1.0137
H -2.7408 0.6069 0.7597 0.4934
H -3.2738 0.1649 2.1217 0.4771
O 0.7932 1.8049 -2.4993 -0.9606
H 1.3312 1.6119 -1.7923 0.4772
H 0.3962 2.7239 -2.5403 0.5011
O -2.3008 1.8889 -0.1933 -0.9016
H -1.5098 1.4219 -0.1153 0.4862
H -1.9828 2.5909 0.6057 0.4649
O -0.7068 -3.4081 0.0957 -0.9780
H -1.0938 -4.2061 0.3117 0.4681
H -0.3668 -2.9181 1.0267 0.4856
O -2.4858 -1.8021 -1.0453 -0.9643
H -2.5968 -1.0491 -0.2823 0.4850
H -1.9798 -2.3831 -0.6213 0.4679
O 0.6842 -2.2861 2.2467 -0.9534
H 1.3922 -2.9501 2.1887 0.5132
H 0.1172 -2.4931 2.9537 0.4961
O 1.8302 -1.2341 -2.4243 -0.9694
H 1.3902 -0.4581 -1.9893 0.4746
H 1.0772 -1.9961 -2.5273 0.4928
O 1.0292 3.8849 0.4597 -0.9489
H 1.3252 2.9909 -0.0933 0.4875
H 1.0492 3.5319 1.3037 0.4431
O -0.0218 0.0439 0.1257 -0.9521
H 0.8022 0.3759 0.3587 0.4764
H -0.2408 -0.5971 0.7457 0.4763
O 2.1892 0.1699 2.3027 -0.9873
H 1.7982 1.0139 2.5947 0.4800
H 1.6262 -0.5891 2.4407 0.5047
O -1.1368 -0.1001 -2.8443 -1.0291
H -0.5848 0.6159 -2.4293 0.4859
H -1.4898 -0.8061 -2.2713 0.4993
O 2.4712 1.5269 -0.2773 -0.9773
H 3.3472 1.3549 -0.5733 0.4969
H 2.7792 1.2129 0.5797 0.5024
```

Entry from the OMol25 dataset: a 4-piece molecular cluster, C3H13O3S overall (wB97M-V/def2-TZVPD).

Values from the calculation:
total charge	-1
E_HOMO	-2.950	eV
energy relative to the best compared isomer or geometry (same formula, charge and spin)	26.30	kcal per mole

XYZ file:
```
20
Properties=species:S:1:pos:R:3:nbo_charge:R:1
C -0.4171 0.0610 -0.8521 -0.6375
C -0.4393 0.5828 0.5783 -0.4108
C 0.9536 0.8245 1.1300 -0.5206
S 1.8074 -0.7189 1.5522 -0.6927
H -0.1594 0.8179 -1.5987 0.1898
H -1.2947 -0.5631 -1.0382 0.1893
H 0.3975 -0.6712 -0.9328 0.2391
H -1.0464 1.5076 0.6330 0.1580
H -1.0204 -0.0615 1.2544 0.1988
H 0.9554 1.4910 2.0095 0.1817
H 1.4353 1.4449 0.3729 0.1429
H -4.3325 1.0203 -1.9029 0.4681
H -3.7874 -0.2650 -2.4525 0.4737
O -4.4483 0.4119 -2.6444 -0.9413
H 1.1243 -3.5084 2.4672 0.4582
H 0.7531 -2.7666 1.2733 0.4943
O 0.9895 -3.6916 1.5272 -0.9888
H 0.8397 2.5602 -1.5159 0.4749
H 0.0823 3.8016 -1.6342 0.4593
O 0.6226 3.2212 -2.1947 -0.9364
```

Entry from the OMol25 dataset: an isolated ion of composition C3N2O4 and charge -2 (wB97M-V/def2-TZVPD).

Values from the calculation:
SMILES	N#CC(C(=O)[O-])=[N+]([O-])[O-]
total charge	-2
E_HOMO	0.386	eV
energy relative to the best compared isomer or geometry (same formula, charge and spin)	39.35	kcal per mole

XYZ file:
```
9
Properties=species:S:1:pos:R:3:nbo_charge:R:1
N 2.3263 -1.2557 -0.6287 -0.5510
C 1.4293 -0.5635 -0.3227 0.3228
C 0.2009 -0.0369 0.0466 -0.3126
C -1.0004 -0.9085 0.6497 0.7799
O -0.8005 -1.4215 1.7787 -0.8021
O -2.0199 -0.9041 -0.0341 -0.7545
N 0.0128 1.2922 -0.3068 0.4748
O -1.0487 1.9707 -0.1826 -0.5640
O 0.9002 1.8273 -1.0001 -0.5932
```

Entry from the OMol25 dataset: C27H32GeIrN9OSe as an isolated structure (wB97M-V/def2-TZVPD).

Values from the calculation:
total charge	+2
E_HOMO	-13.642	eV
energy relative to the best compared isomer or geometry (same formula, charge and spin)	24.77	kcal per mole

XYZ file:
```
72
Properties=species:S:1:pos:R:3:lowdin_charge:R:1
Ir 0.1278 -0.8904 -1.5170 1.2018
C 3.7153 -2.6265 -2.7996 -0.2087
Ge 1.9764 -3.4346 -2.4919 0.7535
C 1.5946 -4.9898 -3.5924 -0.2002
C 1.7686 -3.8749 -0.5845 -0.2138
C 0.6100 -2.0552 -3.0809 -0.4328
H 4.5084 -3.3051 -2.4856 0.0351
H 3.8189 -1.7013 -2.2299 0.0147
H 3.8619 -2.4028 -3.8558 0.0335
H 2.3100 -5.7821 -3.3715 0.0406
H 1.6717 -4.7455 -4.6513 0.0378
H 0.5948 -5.3738 -3.3929 0.0011
H 2.7350 -4.2036 -0.2002 0.0400
H 1.0595 -4.6914 -0.4420 0.0234
H 1.4424 -3.0444 0.0440 -0.0281
H -0.2323 -2.5682 -3.5573 -0.0365
H 1.0677 -1.4089 -3.8353 0.0233
N -3.7585 2.3339 0.7022 0.1880
C -3.7271 2.7549 -0.5908 -0.4952
O -4.1407 3.8188 -0.9790 0.1199
C -3.0653 1.8205 -1.5773 -0.0860
C -3.5253 1.7838 -2.8888 0.0608
C -2.8534 1.0011 -3.8115 0.0139
C -1.7437 0.2823 -3.4142 -0.0669
N -1.2993 0.3242 -2.1451 -0.1224
C -1.9492 1.0842 -1.2436 -0.0618
H -4.2624 2.9210 1.3502 0.1278
H -3.6975 1.3552 0.9252 0.1013
H -4.3884 2.3759 -3.1647 0.1466
H -3.1691 0.9483 -4.8438 0.1330
H -1.1731 -0.3158 -4.1076 0.1163
H -1.5276 1.1275 -0.2479 0.1128
C 2.4936 -0.3351 0.9401 0.0227
C 2.0700 0.8214 0.1122 -0.3160
N 1.2850 0.7890 -0.9691 -0.0749
C 1.2025 2.0880 -1.4552 -0.0995
C 1.9176 2.8969 -0.6474 -0.0124
N 2.4444 2.0903 0.3421 0.0159
C 3.1736 2.5569 1.5305 -0.0377
N 2.3337 2.5361 2.6825 -0.0623
N 2.4667 1.5335 3.6008 0.0477
N 1.6143 1.6981 4.5280 0.0918
C 0.8782 2.8383 4.2585 -0.2223
C -0.1597 3.4359 4.9800 0.0016
C -0.7180 4.5715 4.4425 -0.0648
C -0.2593 5.1115 3.2219 -0.0619
C 0.7676 4.5379 2.5058 -0.0127
C 1.3313 3.3863 3.0623 -0.1697
H 1.9970 -1.2408 0.6013 0.0348
H 2.2665 -0.1831 1.9955 0.0765
H 3.5710 -0.4909 0.8542 0.1118
H 0.6522 2.3319 -2.3466 0.1166
H 2.1068 3.9558 -0.6823 0.1364
H 3.5279 3.5653 1.3261 0.1529
H 4.0245 1.9061 1.7165 0.1477
H -0.4871 3.0258 5.9254 0.1222
H -1.5152 5.0785 4.9685 0.1125
H -0.7224 6.0140 2.8455 0.1140
H 1.1186 4.9778 1.5818 0.1026
Se -1.6902 -3.8723 -1.8666 1.2443
N -1.1709 -2.3621 -0.9982 -0.3990
C -1.6290 -2.4262 0.2549 -0.3340
C -1.4381 -1.4603 1.2858 -0.0456
C -1.9782 -1.7074 2.5077 -0.0266
C -2.7233 -2.8996 2.7956 -0.0321
C -2.9254 -3.8400 1.8470 0.0198
C -2.3800 -3.6254 0.5396 -0.3518
N -2.5151 -4.4827 -0.4508 -0.1833
H -0.8563 -0.5623 1.1148 0.0816
H -1.8381 -0.9834 3.3008 0.1225
H -3.1109 -3.0409 3.7949 0.1237
H -3.4755 -4.7518 2.0340 0.1345
```

The lowest energy relative to the best compared isomer or geometry (same formula, charge and spin) belongs to which entry?
C27H32GeIrN9OSe

What is the energy relative to the best compared isomer or geometry (same formula, charge and spin) in the third record?
39.35 kcal per mole